{
  "formula": "C38H26Br3FGeN2O3Tc",
  "method": "ωB97M-V with the def2-TZVPD basis set",
  "gap_ha": [0.2093, 0.2205],
  "s2": 2.05,
  "total_charge": 1,
  "spin_multiplicity": 3,
  "species": ["Tc", "Br", "C", "C", "C", "Br", "C", "C", "C", "C", "N", "C", "C", "O", "H", "H", "H", "H", "Br", "C", "C", "C", "C", "C", "N", "C", "O", "O", "H", "H", "H", "F", "C", "C", "C", "C", "C", "C", "H", "H", "H", "H", "C", "Ge", "C", "C", "C", "C", "C", "C", "C", "C", "C", "C", "C", "C", "C", "C", "C", "C", "H", "H", "H", "H", "H", "H", "H", "H", "H", "H", "H", "H", "H", "H", "H"],
  "xyz": [[-0.98, -0.04, 0.18], [-0.99, -0.67, -4.74], [-1.09, 0.99, -3.85], [-1.15, 2.19, -4.58], [-1.22, 3.39, -3.94], [-1.30, 4.97, -4.97], [-1.23, 3.47, -2.52], [-1.31, 4.65, -1.75], [-1.29, 4.56, -0.38], [-1.19, 3.31, 0.24], [-1.13, 2.19, -0.46], [-1.16, 2.25, -1.81], [-1.10, 1.00, -2.47], [-1.08, -0.08, -1.70], [-1.16, 2.15, -5.66], [-1.37, 5.61, -2.25], [-1.34, 5.45, 0.23], [-1.14, 3.22, 1.32], [-4.28, 0.08, -0.90], [-3.98, 0.39, 0.93], [-5.05, 0.70, 1.75], [-4.82, 0.97, 3.09], [-3.51, 0.93, 3.56], [-2.51, 0.60, 2.68], [-2.73, 0.34, 1.38], [-1.06, 0.46, 3.07], [-0.67, 0.61, 4.19], [-0.34, 0.16, 2.02], [-6.05, 0.71, 1.34], [-5.64, 1.22, 3.75], [-3.25, 1.13, 4.59], [-3.66, -5.65, 0.00], [-3.00, -4.49, 0.05], [-2.43, -3.98, -1.11], [-1.76, -2.77, -1.05], [-1.65, -2.06, 0.15], [-2.21, -2.62, 1.30], [-2.89, -3.83, 1.26], [-2.52, -4.53, -2.03], [-1.33, -2.37, -1.96], [-2.10, -2.13, 2.26], [-3.32, -4.26, 2.15], [0.94, -3.56, 0.88], [1.17, -1.69, 0.30], [2.11, -1.71, -1.45], [3.18, -2.59, -1.51], [3.98, -2.66, -2.64], [3.70, -1.84, -3.73], [2.63, -0.95, -3.68], [1.85, -0.88, -2.53], [2.26, -0.71, 1.61], [2.63, -1.37, 2.75], [3.47, -0.75, 3.70], [3.91, 0.53, 3.49], [3.52, 1.25, 2.34], [3.94, 2.58, 2.12], [3.51, 3.29, 1.02], [2.65, 2.68, 0.09], [2.25, 1.38, 0.27], [2.68, 0.62, 1.38], [1.93, -3.98, 1.10], [0.48, -4.14, 0.09], [0.33, -3.63, 1.77], [3.41, -3.23, -0.66], [4.81, -3.35, -2.68], [4.31, -1.89, -4.62], [2.41, -0.31, -4.52], [1.02, -0.18, -2.50], [2.28, -2.38, 2.94], [3.75, -1.29, 4.59], [4.54, 1.02, 4.22], [4.60, 3.05, 2.84], [3.83, 4.31, 0.87], [2.31, 3.24, -0.77], [1.59, 0.91, -0.46]]
}


{
  "formula": "C38H26Cl2N13O3PW",
  "method": "ωB97M-V with the def2-TZVPD basis set",
  "gap_ha": [0.2556, 0.2744],
  "s2": 2.02,
  "spin_multiplicity": 3,
  "species": ["W", "Cl", "C", "C", "C", "N", "C", "O", "C", "C", "C", "C", "C", "N", "C", "C", "C", "Cl", "N", "C", "O", "C", "C", "C", "C", "C", "N", "H", "H", "H", "H", "H", "H", "H", "H", "H", "H", "N", "C", "N", "N", "N", "N", "C", "N", "N", "N", "N", "H", "O", "P", "C", "C", "C", "C", "C", "C", "C", "C", "C", "C", "C", "C", "C", "C", "C", "C", "C", "C", "H", "H", "H", "H", "H", "H", "H", "H", "H", "H", "H", "H", "H", "H", "H"],
  "xyz": [[0.34, 0.31, 0.44], [-2.20, 1.93, 7.09], [-1.18, 1.73, 5.72], [-0.80, 0.44, 5.35], [0.00, 0.31, 4.24], [0.46, -0.82, 3.55], [-0.38, -1.88, 3.26], [-1.21, -2.27, 4.04], [-0.31, -2.56, 1.89], [-0.56, -3.92, 1.93], [-0.58, -4.65, 0.75], [-0.37, -3.99, -0.44], [-0.16, -2.62, -0.41], [-0.11, -1.91, 0.72], [0.45, 1.41, 3.51], [0.09, 2.69, 3.88], [-0.74, 2.84, 4.99], [-1.22, 4.44, 5.44], [1.26, 1.01, 2.44], [1.35, -0.33, 2.54], [2.02, -1.09, 1.84], [-1.50, 0.56, 1.51], [-2.54, 0.73, 2.42], [-3.83, 0.63, 1.92], [-4.05, 0.37, 0.57], [-2.97, 0.24, -0.28], [-1.75, 0.38, 0.24], [-1.16, -0.42, 5.91], [-0.75, -4.38, 2.89], [-0.76, -5.72, 0.78], [-0.37, -4.50, -1.39], [-0.01, -2.08, -1.33], [0.41, 3.56, 3.32], [-2.36, 0.93, 3.46], [-4.67, 0.75, 2.59], [-5.05, 0.27, 0.18], [-3.05, 0.08, -1.35], [2.33, -0.42, -2.51], [2.99, 0.18, -1.45], [4.28, 0.43, -1.44], [4.49, 1.02, -0.24], [3.41, 1.10, 0.43], [2.40, 0.57, -0.32], [1.01, -0.07, -2.72], [0.46, 0.06, -3.91], [-0.82, 0.39, -3.65], [-1.03, 0.46, -2.39], [0.13, 0.16, -1.74], [2.88, -0.49, -3.35], [0.27, 2.37, 0.07], [0.23, 3.86, -0.16], [1.86, 4.58, -0.02], [2.83, 3.88, 0.69], [4.10, 4.43, 0.81], [4.38, 5.67, 0.24], [3.41, 6.35, -0.47], [2.14, 5.81, -0.61], [-0.86, 4.63, 1.03], [-2.11, 4.04, 1.26], [-2.97, 4.58, 2.20], [-2.60, 5.72, 2.90], [-1.37, 6.31, 2.68], [-0.50, 5.77, 1.74], [-0.39, 4.21, -1.80], [0.17, 3.47, -2.85], [-0.30, 3.65, -4.14], [-1.31, 4.57, -4.39], [-1.85, 5.31, -3.35], [-1.40, 5.12, -2.05], [2.63, 2.90, 1.10], [4.87, 3.88, 1.33], [5.38, 6.09, 0.33], [3.64, 7.30, -0.93], [1.39, 6.32, -1.19], [-2.39, 3.15, 0.71], [-3.93, 4.11, 2.38], [-3.28, 6.13, 3.64], [-1.08, 7.19, 3.24], [0.47, 6.23, 1.58], [0.95, 2.75, -2.65], [0.11, 3.06, -4.95], [-1.67, 4.71, -5.40], [-2.65, 6.02, -3.55], [-1.85, 5.68, -1.24]]
}


{
  "formula": "C38H27BrN6O3SV",
  "method": "ωB97M-V with the def2-TZVPD basis set",
  "gap_ha": [0.2276, 0.1815],
  "s2": 3.80,
  "spin_multiplicity": 4,
  "species": ["V", "N", "C", "C", "C", "C", "C", "C", "C", "C", "C", "C", "C", "C", "H", "H", "H", "H", "H", "H", "H", "H", "H", "H", "O", "N", "O", "C", "C", "C", "C", "C", "C", "N", "C", "C", "N", "C", "C", "C", "C", "H", "H", "H", "H", "H", "H", "H", "O", "C", "C", "C", "N", "C", "Br", "C", "H", "H", "H", "H", "S", "C", "C", "C", "C", "C", "C", "C", "C", "C", "N", "H", "H", "H", "H", "H", "H"],
  "xyz": [[-0.13, 0.08, -0.10], [1.28, 0.80, -1.52], [2.70, 0.68, -1.40], [3.47, 1.76, -1.84], [4.85, 1.69, -1.89], [5.46, 0.49, -1.54], [4.69, -0.56, -1.07], [3.30, -0.48, -0.90], [2.57, -1.58, -0.17], [3.32, -2.42, 0.58], [2.78, -3.57, 1.28], [1.48, -3.61, 1.57], [0.65, -2.41, 1.20], [1.06, -1.77, -0.15], [0.96, 0.18, -2.27], [1.03, 1.74, -1.83], [2.96, 2.66, -2.17], [5.43, 2.53, -2.23], [6.53, 0.38, -1.62], [5.20, -1.48, -0.82], [4.38, -2.25, 0.69], [3.45, -4.37, 1.58], [1.03, -4.45, 2.08], [-0.40, -2.69, 1.19], [-0.23, 1.10, 6.67], [-0.91, 1.92, 6.07], [-1.48, 2.84, 6.62], [-0.86, 1.89, 4.61], [-1.33, 3.02, 3.96], [-1.30, 3.10, 2.57], [-1.83, 4.20, 1.78], [-1.82, 4.14, 0.44], [-1.26, 2.98, -0.30], [-0.59, 2.02, 0.50], [-0.72, 2.06, 1.85], [-0.26, 0.90, 2.53], [0.19, -0.11, 1.69], [0.81, -1.29, 2.27], [0.25, -1.59, 3.63], [-0.22, -0.61, 4.41], [-0.37, 0.77, 3.90], [-1.73, 3.83, 4.56], [-2.24, 5.06, 2.30], [-2.23, 4.96, -0.15], [-0.66, 3.31, -1.15], [1.88, -1.11, 2.38], [0.27, -2.62, 3.98], [-0.57, -0.84, 5.40], [-3.91, 3.72, -4.13], [-3.19, 2.92, -3.30], [-3.31, 2.92, -1.94], [-2.45, 2.08, -1.11], [-1.70, 1.04, -1.79], [-1.69, 1.09, -3.07], [-0.70, -0.30, -3.97], [-2.33, 2.01, -3.92], [-4.50, 4.28, -3.61], [-4.03, 3.57, -1.44], [-2.98, 1.66, -0.26], [-2.23, 1.97, -4.99], [-3.30, -3.18, -0.63], [-3.91, -1.96, 0.38], [-3.00, -0.96, 0.60], [-1.74, -1.17, -0.04], [-1.76, -2.36, -0.74], [-0.69, -2.95, -1.52], [-0.99, -3.86, -2.55], [-0.04, -4.31, -3.42], [1.26, -3.84, -3.29], [1.55, -3.02, -2.23], [0.62, -2.61, -1.33], [-4.92, -2.04, 0.77], [-3.22, -0.12, 1.24], [-2.02, -4.15, -2.66], [-0.31, -5.00, -4.22], [2.05, -4.12, -3.96], [2.56, -2.68, -2.05]]
}


{
  "formula": "C38H28Br2FIrN7O4",
  "method": "ωB97M-V with the def2-TZVPD basis set",
  "gap_ha": [0.2661, 0.1999],
  "s2": 0.77,
  "total_charge": 2,
  "spin_multiplicity": 2,
  "species": ["Ir", "N", "C", "N", "C", "N", "N", "C", "C", "C", "C", "C", "C", "N", "C", "C", "C", "C", "C", "C", "H", "H", "H", "H", "H", "H", "H", "H", "H", "H", "H", "C", "C", "C", "C", "C", "C", "Br", "C", "C", "Br", "C", "O", "C", "N", "H", "H", "H", "H", "H", "H", "C", "C", "C", "C", "C", "C", "C", "F", "C", "C", "C", "O", "C", "C", "N", "C", "C", "O", "O", "H", "H", "H", "H", "H", "H", "H", "H", "H", "H", "H"],
  "xyz": [[1.20, 1.35, 0.22], [3.04, -1.51, -2.42], [2.32, -0.49, -1.98], [2.12, -0.25, -0.71], [2.71, -1.07, 0.25], [2.55, -0.78, 1.54], [1.88, 0.32, 1.70], [1.34, 0.72, 2.99], [1.21, 2.23, 2.94], [1.37, 3.05, 4.03], [1.12, 4.41, 3.88], [0.72, 4.89, 2.66], [0.59, 4.01, 1.59], [0.82, 2.71, 1.73], [3.47, -2.21, -0.17], [4.06, -3.11, 0.74], [4.79, -4.17, 0.26], [4.95, -4.36, -1.12], [4.38, -3.50, -2.02], [3.64, -2.43, -1.54], [3.17, -1.63, -3.41], [1.89, 0.18, -2.72], [1.90, 0.32, 3.83], [1.68, 2.63, 4.98], [1.25, 5.08, 4.72], [0.51, 5.95, 2.50], [0.31, 4.35, 0.61], [3.93, -2.94, 1.80], [5.25, -4.86, 0.96], [5.53, -5.20, -1.48], [4.50, -3.65, -3.09], [-1.72, 2.62, -1.28], [-0.44, 2.94, -1.97], [-0.46, 3.65, -3.19], [0.70, 3.99, -3.82], [1.95, 3.71, -3.21], [3.22, 4.07, -3.71], [3.37, 4.93, -5.38], [4.35, 3.80, -2.98], [4.27, 3.18, -1.72], [5.84, 2.88, -0.73], [3.06, 2.82, -1.18], [2.92, 2.32, 0.04], [1.90, 3.04, -1.97], [0.71, 2.61, -1.41], [-2.26, 3.55, -1.08], [-1.57, 2.08, -0.35], [-2.37, 2.03, -1.93], [-1.41, 3.90, -3.63], [0.69, 4.51, -4.77], [5.32, 4.08, -3.37], [-5.45, -2.55, 2.81], [-4.41, -3.43, 2.14], [-4.96, -4.33, 1.05], [-5.51, -3.50, -0.10], [-4.48, -2.52, -0.58], [-4.51, -2.04, -1.87], [-3.53, -1.16, -2.33], [-3.59, -0.74, -3.60], [-2.51, -0.73, -1.53], [-2.46, -1.18, -0.20], [-1.38, -0.71, 0.66], [-0.54, 0.09, 0.16], [-1.35, -1.31, 1.95], [-2.31, -2.22, 2.32], [-3.33, -2.57, 1.56], [-3.43, -2.08, 0.26], [-0.26, -1.04, 2.92], [0.32, -1.84, 3.58], [-0.03, 0.31, 2.98], [-6.24, -3.17, 3.23], [-5.89, -1.84, 2.11], [-5.01, -1.97, 3.63], [-3.91, -4.04, 2.89], [-5.75, -4.95, 1.48], [-4.18, -5.00, 0.70], [-6.41, -2.96, 0.21], [-5.81, -4.15, -0.93], [-5.29, -2.36, -2.56], [-1.75, -0.08, -1.90], [-2.27, -2.67, 3.31]]
}


{
  "formula": "C38H28N7O4PbS",
  "method": "ωB97M-V with the def2-TZVPD basis set",
  "gap_ha": 0.2418,
  "total_charge": -1,
  "species": ["Pb", "N", "C", "N", "C", "N", "N", "C", "C", "C", "C", "C", "C", "N", "C", "C", "C", "C", "C", "C", "H", "H", "H", "H", "H", "H", "H", "H", "H", "H", "H", "C", "C", "C", "C", "N", "C", "C", "C", "C", "C", "C", "C", "H", "H", "H", "H", "H", "H", "H", "H", "O", "O", "S", "O", "N", "C", "O", "C", "C", "C", "C", "C", "C", "H", "H", "H", "H", "C", "C", "C", "C", "C", "C", "H", "H", "H", "H", "H"],
  "xyz": [[0.55, -0.87, -0.11], [2.44, 2.53, 3.02], [2.22, 1.48, 2.18], [1.60, 1.55, 1.07], [1.09, 2.77, 0.63], [0.55, 2.93, -0.51], [0.41, 1.78, -1.27], [0.51, 1.99, -2.52], [0.31, 0.86, -3.45], [0.14, 1.04, -4.82], [-0.03, -0.09, -5.60], [0.01, -1.34, -5.01], [0.19, -1.43, -3.63], [0.32, -0.35, -2.89], [1.20, 3.93, 1.53], [0.63, 5.17, 1.24], [0.76, 6.22, 2.11], [1.46, 6.06, 3.31], [2.02, 4.84, 3.62], [1.89, 3.78, 2.74], [2.86, 2.36, 3.91], [2.60, 0.52, 2.52], [0.70, 2.99, -2.91], [0.12, 2.03, -5.25], [-0.19, 0.00, -6.67], [-0.12, -2.24, -5.60], [0.25, -2.36, -3.07], [0.09, 5.26, 0.31], [0.31, 7.18, 1.88], [1.55, 6.89, 4.00], [2.56, 4.70, 4.55], [5.41, -0.25, -0.71], [5.98, -0.98, 0.32], [5.17, -1.59, 1.26], [3.78, -1.45, 1.17], [3.25, -0.73, 0.18], [4.03, -0.16, -0.73], [2.82, -2.08, 2.13], [3.30, -2.87, 3.18], [2.43, -3.48, 4.06], [1.06, -3.32, 3.89], [0.59, -2.53, 2.85], [1.44, -1.88, 1.94], [6.00, 0.23, -1.47], [7.06, -1.09, 0.39], [5.62, -2.17, 2.06], [3.51, 0.39, -1.51], [4.36, -3.02, 3.32], [2.82, -4.10, 4.87], [0.37, -3.81, 4.56], [-0.49, -2.43, 2.73], [1.17, -2.45, -0.97], [-4.24, -0.81, -4.91], [-4.41, -0.64, -3.48], [-5.30, 0.41, -3.07], [-3.00, -0.58, -2.71], [-2.81, -1.63, -1.90], [-1.82, -1.82, -1.19], [-3.96, -2.60, -1.91], [-4.09, -3.79, -1.21], [-5.25, -4.53, -1.39], [-6.25, -4.10, -2.26], [-6.12, -2.91, -2.96], [-4.96, -2.18, -2.77], [-3.30, -4.10, -0.54], [-5.39, -5.46, -0.85], [-7.15, -4.69, -2.38], [-6.89, -2.56, -3.64], [-2.99, 1.65, 2.23], [-3.05, 1.50, 0.85], [-2.06, 0.79, 0.18], [-1.01, 0.23, 0.89], [-0.95, 0.39, 2.27], [-1.94, 1.10, 2.94], [-3.77, 2.21, 2.75], [-3.87, 1.92, 0.29], [-2.13, 0.68, -0.89], [-0.12, -0.04, 2.82], [-1.88, 1.21, 4.02]]
}


{
  "formula": "C38H29BiO2PSSi",
  "method": "ωB97M-V with the def2-TZVPD basis set",
  "gap_ha": [0.2262, 0.2510],
  "s2": 0.76,
  "spin_multiplicity": 2,
  "species": ["Bi", "O", "C", "O", "C", "C", "C", "C", "C", "C", "P", "C", "C", "C", "C", "C", "C", "C", "C", "C", "C", "C", "C", "H", "H", "H", "H", "H", "H", "H", "H", "H", "H", "H", "H", "H", "H", "C", "C", "C", "C", "C", "C", "Si", "C", "C", "C", "C", "C", "C", "C", "C", "C", "C", "C", "C", "H", "H", "H", "H", "H", "H", "H", "H", "H", "H", "H", "H", "H", "H", "H", "S", "C"],
  "xyz": [[1.37, 2.06, -0.27], [2.15, -2.68, 0.19], [1.49, -1.88, -0.46], [0.91, -0.81, -0.03], [1.24, -2.12, -1.93], [1.60, -3.35, -2.45], [1.35, -3.66, -3.78], [0.75, -2.72, -4.60], [0.41, -1.48, -4.10], [0.64, -1.16, -2.76], [0.12, 0.48, -2.15], [-1.57, 0.30, -1.51], [-2.19, -0.94, -1.37], [-3.48, -1.02, -0.86], [-4.15, 0.13, -0.48], [-3.53, 1.37, -0.60], [-2.25, 1.45, -1.11], [-0.07, 1.45, -3.68], [1.12, 1.92, -4.25], [1.09, 2.67, -5.42], [-0.13, 2.96, -6.02], [-1.31, 2.50, -5.45], [-1.28, 1.75, -4.29], [2.07, -4.06, -1.78], [1.63, -4.63, -4.17], [0.56, -2.95, -5.64], [-0.04, -0.75, -4.76], [-1.66, -1.85, -1.65], [-3.95, -1.99, -0.75], [-5.15, 0.06, -0.08], [-4.05, 2.27, -0.30], [-1.78, 2.42, -1.22], [2.07, 1.70, -3.78], [2.01, 3.02, -5.85], [-0.16, 3.55, -6.93], [-2.26, 2.73, -5.92], [-2.21, 1.38, -3.86], [-0.65, 3.77, 4.48], [0.15, 2.75, 4.98], [0.55, 1.71, 4.15], [0.18, 1.66, 2.80], [-0.63, 2.71, 2.33], [-1.05, 3.75, 3.16], [0.67, 0.16, 1.70], [-0.89, -0.89, 1.92], [-2.08, -0.33, 2.40], [-3.20, -1.12, 2.64], [-3.16, -2.49, 2.42], [-1.98, -3.06, 1.95], [-0.87, -2.27, 1.70], [2.17, -0.52, 2.57], [2.05, -1.64, 3.39], [3.12, -2.11, 4.14], [4.35, -1.47, 4.07], [4.49, -0.35, 3.27], [3.41, 0.12, 2.53], [-0.97, 4.58, 5.13], [0.46, 2.76, 6.01], [1.18, 0.93, 4.56], [-0.99, 2.70, 1.31], [-1.68, 4.53, 2.76], [-2.14, 0.73, 2.61], [-4.11, -0.66, 3.01], [-4.02, -3.10, 2.62], [-1.92, -4.13, 1.79], [0.04, -2.75, 1.35], [1.10, -2.17, 3.47], [3.00, -2.99, 4.77], [5.19, -1.84, 4.65], [5.44, 0.17, 3.21], [3.55, 1.00, 1.92], [4.61, 0.53, -0.99], [3.27, 1.22, -0.69]]
}


Which energy relative to the best compared isomer or geometry (same formula, charge and spin) belongs to each record? In order, 0.624, 3.039, 3.965, 0.000, 0.780, 1.644 eV.